1.
30
Properties=species:S:1:pos:R:3 method="wB97M-V/def2-TZVPD" multiplicity=2 de_lowest_ev=2.1214 total_charge=+1 s2=0.7541
C 7.6653 -18.3187 23.0581
C 8.1532 -18.3086 24.4519
H 12.8414 -21.5483 23.7608
O 17.6537 -20.8266 25.2908
H 7.1276 -17.3997 22.8246
H 12.9010 -22.3708 25.7886
H 16.5496 -19.2255 25.4266
H 18.1362 -20.3431 25.9653
H 15.8061 -20.4610 24.4051
H 12.9051 -20.6371 26.4281
O 8.7584 -21.9318 22.6221
H 11.4774 -21.3489 25.7592
H 6.5205 -18.8157 25.3324
O 7.0832 -18.0381 25.3160
H 9.8033 -23.7300 22.8226
C 8.8293 -19.5741 24.7855
H 6.9144 -19.0958 22.9151
H 8.4680 -18.3426 22.3211
H 8.0895 -20.3705 24.7038
H 10.6088 -22.2084 23.3060
H 9.6810 -19.7328 24.1239
H 8.8515 -17.4720 24.4776
H 15.7925 -20.6229 26.2332
O 13.0670 -20.9077 24.4392
H 9.3186 -22.9477 24.3189
H 9.3711 -19.4469 25.7227
C 16.3302 -20.2901 25.3454
H 7.8591 -22.2185 22.7970
C 12.5636 -21.3412 25.6694
C 9.6694 -22.7613 23.3040

2.
30
Properties=species:S:1:pos:R:3 method="wB97M-V/def2-TZVPD" de_lowest_ev=0.9177 total_charge=0 smiles=Cc1c[nH]c2ccccc12.CCC
H -2.4959 0.6555 -2.1929
H 0.0985 -0.2767 -2.2804
C 1.4682 -1.1934 0.4615
H -1.8918 1.7025 -3.5765
C -0.3070 0.7319 -2.4707
H 0.1250 2.5929 -1.5989
H -2.3383 0.9048 3.4015
C 0.0696 1.5732 -1.2170
H 1.6967 1.1715 2.0216
H 3.3894 -0.7828 -0.5043
C -1.7312 0.8046 -2.9642
H -1.8724 -0.0211 -3.6693
H -1.3829 -2.6339 0.0724
H -0.4537 2.3103 3.0327
C -0.4041 1.3068 2.6453
H -0.6431 1.4674 -0.3955
C -1.7750 -0.6255 2.0300
H 3.2128 -0.2945 1.2288
H -2.6493 -1.2637 2.0006
C 0.6780 0.7884 1.9938
H 1.0493 1.2343 -0.8744
C -0.7212 -1.0443 1.1868
C -1.5373 0.5029 2.7848
H 0.3167 1.1190 -3.2852
C 2.9168 -1.0147 0.4465
H 1.0165 -3.1352 -0.5665
C 0.7327 -2.2058 -0.0969
C 0.5376 -0.3953 1.2544
H 3.4725 -1.8957 0.8150
N -0.5772 -2.0832 0.3169

3.
52
Properties=species:S:1:pos:R:3 method="wB97M-V/def2-TZVPD" de_lowest_ev=3.0253 total_charge=-1
C 0.0450 0.2674 0.5945
O 2.8718 1.5911 2.8556
H -0.4761 1.1870 -2.1674
C -1.5399 -0.6147 -1.6368
H -3.1817 -2.5550 -0.8300
H 1.4897 2.1499 -3.8010
H -1.1887 2.6322 -1.5567
H 0.1978 1.0224 4.0991
H 2.1329 1.5046 -0.5963
O -0.4041 2.2676 -1.9838
H 1.5058 3.9670 1.0128
O 0.3655 0.9943 1.5427
H -0.7917 0.9550 3.0446
O -0.3947 -0.1698 -2.2439
O 3.1629 -1.3540 -0.0900
H 0.4773 0.3398 -0.4053
N -0.8448 -0.7269 0.7072
O 1.8842 2.7776 -3.1862
H -0.4080 -2.2060 -0.7144
H -0.9851 -1.1577 1.6214
H -2.2261 -1.1380 -2.3218
C -2.4395 -2.3913 -0.0496
H 1.2181 -0.7903 -2.7621
O 1.8862 -1.5080 -2.6523
H 2.3947 -1.8513 2.5050
H -1.6149 -3.7498 1.7424
H -3.0118 -1.8948 0.7346
O 2.9961 1.2855 -0.9454
H -3.4440 2.7621 -0.0435
C -1.2316 -1.5446 -0.4499
H -0.4336 -2.2977 3.7135
H -1.7003 0.7225 -3.8445
H 1.1346 2.8718 -2.5381
H 2.7355 1.7563 1.9117
S -1.9952 -4.0676 0.4980
H 3.0168 -1.7519 -0.9574
H 3.1319 1.6567 -1.8235
O -0.7504 0.8481 4.0228
H -1.1834 -0.8307 3.6862
O 1.6377 -1.8705 3.0979
H 2.9088 -0.4299 -0.2639
H 1.9458 1.5124 3.1046
O -2.6187 1.0237 -3.9012
O -2.4878 2.8444 -0.0656
O -1.1671 -1.7652 3.4016
H -2.6404 1.7355 -3.2545
H 1.0241 -1.1701 2.8678
O 1.4984 3.8823 0.0530
H -2.1382 1.9807 0.1847
H 0.7172 3.3308 -0.0991
H -2.2301 0.1545 -1.2148
H 1.4863 -1.8539 -1.8440

4.
29
Properties=species:S:1:pos:R:3 method="wB97M-V/def2-TZVPD" multiplicity=2 de_lowest_ev=4.8171 total_charge=-5 s2=0.7522
O -6.9820 -23.7352 -9.4074
O -10.2366 -26.2552 -5.2227
O -4.6653 -25.8320 -4.2356
N -7.6678 -21.2309 -5.1641
O -2.7248 -22.8529 -3.8600
O -6.6357 -26.7687 -8.4504
O -8.6919 -20.7202 -4.8386
N -3.6270 -26.5606 -4.1890
O -5.6831 -26.6180 -6.6491
N -9.5256 -25.6972 -4.3615
O -4.8167 -23.2920 -1.0371
N -5.5704 -26.7060 -7.9439
O -2.4764 -26.2591 -4.5481
N -7.5114 -23.6252 -8.3387
O -4.5541 -26.5114 -8.4344
O -10.2319 -25.3899 -3.3401
O -8.5610 -22.9414 -8.0142
Cu -5.9066 -24.3150 -5.2060
O -4.0353 -23.0980 -5.4998
O -5.7830 -23.0958 -2.7428
N -3.1661 -22.3690 -4.9555
O -3.7951 -27.7600 -3.7981
O -7.5020 -22.4055 -5.2909
N -5.7027 -22.6656 -1.6903
O -3.0752 -21.1204 -5.1164
O -6.8104 -20.4389 -5.3233
O -8.2879 -25.4087 -4.4910
O -5.9837 -21.6476 -1.1791
O -7.0807 -24.0994 -7.3319

5.
108
Properties=species:S:1:pos:R:3 method="wB97M-V/def2-TZVPD" multiplicity=3 de_lowest_ev=0.8330 total_charge=0 s2=2.0148
C -0.7273 -1.1388 2.2702
H -0.7059 -7.4845 0.8321
C 3.3693 -0.8909 0.1732
C -2.1345 0.9968 -3.2120
H 3.6395 -1.9184 -3.0419
H -2.3608 0.2770 -2.4248
H -3.8502 -0.6105 -4.6797
H 1.4348 1.0371 -0.8923
C -3.4667 0.3294 -5.0858
H 2.0597 -2.3529 -4.6972
C -2.8669 2.9691 0.4166
H 1.0744 5.2748 -0.6412
H -0.9912 -2.6848 -2.7749
C -0.5150 -1.4240 3.6534
C 1.0861 -2.7394 -4.9928
H -3.2802 2.3763 -4.4226
N 1.4326 0.2390 -4.6883
F -3.6432 2.7166 -0.6649
P 3.6673 0.5604 1.2289
C -0.1423 -4.3118 -0.2020
H 0.5045 2.0667 -6.5973
C -3.3921 1.3822 -3.9833
C 3.4955 -0.8315 -1.2109
H 0.6205 -3.6936 -0.6621
H 1.0546 -2.7632 -6.0875
C 2.3545 2.2846 -5.5026
H -3.6672 0.0797 -0.2359
C 2.8160 1.9942 0.4754
C -0.8859 -6.4349 0.6388
H -5.1369 -3.6073 -3.1801
C 0.7892 -4.1230 -4.4212
H -1.1519 -4.2946 -5.3586
F -3.6691 3.4611 1.3731
N 0.3948 -0.5795 1.7055
H 2.3796 1.2894 3.0573
C -2.3406 -4.5223 0.7425
C -1.0587 -2.7348 -3.8668
C 2.5819 0.2690 2.7073
H -1.7290 0.9089 -6.2510
C 1.5116 1.6426 -6.6007
C 3.2409 3.2320 0.9648
C -0.7363 -4.1398 -4.3601
C 3.3396 -3.3054 0.0300
H -5.7659 0.2744 -1.4816
C -3.2003 -1.8861 -0.9879
H -2.0535 -2.3911 -4.1581
H 1.0462 -6.1001 -0.2292
H 4.0633 3.2692 1.6710
N -0.0057 -1.8998 -4.4762
H 1.0441 2.1251 -3.7795
C -2.0039 0.1653 -5.4938
H 0.6015 -0.3530 -6.5562
O 0.3289 -0.2555 -2.3872
H -1.1344 -4.9086 -3.6991
H 3.1822 -2.2201 1.8597
H 2.6602 1.4949 -3.4835
C -2.1060 -5.8642 0.9883
H 2.3646 -0.3449 -6.4927
C -5.5875 -1.6495 -2.4227
C -1.3572 -3.7330 0.1456
F -1.3042 2.1002 1.8821
C -4.8151 -2.7974 -2.5378
H 2.9526 5.3533 0.9747
H 1.9346 1.7647 -7.5972
H 3.5343 -4.1408 -1.9383
H -2.7101 -1.8754 2.0456
F -2.0423 3.9825 0.0480
F -1.2984 1.4032 -0.2259
C 3.5390 -1.9939 -1.9677
H -1.2386 -1.8649 4.3183
C 3.4751 -3.2331 -1.3514
C 3.2801 -2.1465 0.7830
H -1.7861 -0.8249 -5.8992
H -3.2969 -4.0860 1.0077
C 1.5743 4.3633 -0.3411
H 0.3258 3.0971 -1.5386
C -1.9596 -1.2918 1.5110
H 1.1965 -4.2032 -3.4113
H 3.2034 -0.1799 3.4863
C 2.6211 4.4062 0.5694
C 1.2766 -0.4519 2.7040
C 1.4650 0.1839 -6.1623
H -1.6513 1.8502 -2.7411
H 2.2242 3.3637 -5.4377
C 1.8761 1.5796 -4.2340
C 1.7861 1.9713 -0.4557
H 3.2833 -4.2678 0.5231
N -1.2677 0.3840 -4.2430
P 0.1400 -0.3793 -3.8585
Ni 0.2557 -0.4413 -0.3320
H 3.4138 2.0820 -5.6737
H 3.5801 0.1273 -1.7057
C 0.7459 -0.9992 3.9300
H 1.2102 -4.9221 -5.0303
H -4.0983 0.6258 -5.9230
H -6.5127 -1.5601 -2.9775
C -3.9851 -0.7373 -0.8739
C -2.1836 1.6947 0.8798
H -2.8736 -6.4702 1.4521
C -5.1709 -0.6239 -1.5859
H -2.3553 -0.2276 1.3398
P -1.5671 -1.9447 -0.1674
H 1.2665 -1.0221 4.8741
C 1.1627 3.1447 -0.8550
H -3.0413 -3.8191 -1.9200
C 0.0956 -5.6593 0.0437
C -3.6310 -2.9148 -1.8249
H -4.2680 1.3923 -3.3379

6.
10
Properties=species:S:1:pos:R:3 method="wB97M-V/def2-TZVPD" de_lowest_ev=3.3769 total_charge=0 smiles="O=c1ncn(O)[nH]1"
N -1.9006 1.2271 0.0090
H 1.6501 -0.5360 -0.6263
H -0.0616 2.2189 0.1009
C -2.2810 -0.1095 0.0279
O -3.3900 -0.5618 0.0372
H -0.9951 -1.7612 0.4903
N -0.0034 0.1113 0.1270
N -1.1136 -0.8963 -0.0154
O 1.2808 -0.2856 0.2397
C -0.6188 1.3001 0.0785

Number 1: strongest force on any atom 0.0796 Eh/bohr. Number 2: strongest force on any atom 0.0419 Eh/bohr. Number 3: strongest force on any atom 0.0297 Eh/bohr. Number 4: strongest force on any atom 0.1985 Eh/bohr. Number 5: strongest force on any atom 0.0121 Eh/bohr. Number 6: strongest force on any atom 0.0664 Eh/bohr.